1.
# C3H3NO

One molecule with the formula C3H3NO at a distorted geometry (the ωB97M-V functional and the def2-TZVPD basis, the OMol25 dataset).

frontier orbital gap: 10.430 eV
SMILES string: c1cnoc1
multiplicity: 1

Structure (XYZ):
```
8
Properties=species:S:1:pos:R:3:lowdin_charge:R:1
C -0.18552 -0.35941 -0.57138 -0.12
C -0.79390 -0.52491 0.60203 -0.15
N -0.21718 0.30183 1.51011 0.14
O 0.67651 1.16258 0.58995 0.01
C 0.68840 0.66365 -0.50363 -0.26
H -0.17809 -0.83050 -1.46613 0.07
H -1.57971 -1.20050 1.02100 0.14
H 1.58950 0.78726 -1.18196 0.17
```

2.
# C3H3NO

One molecule with the formula C3H3NO at a distorted geometry (the ωB97M-V functional and the def2-TZVPD basis, the OMol25 dataset).

frontier orbital gap: 11.253 eV
SMILES string: N#CCC=O
multiplicity: 1

Structure (XYZ):
```
8
Properties=species:S:1:pos:R:3:lowdin_charge:R:1
N -0.50485 -2.43585 -0.11351 0.15
C -0.26502 -1.33432 -0.36928 -0.24
C 0.03590 0.08101 -0.57318 -0.13
C 0.12814 0.80120 0.77485 -0.25
O 0.36036 1.97645 0.86178 0.07
H 0.98173 0.19831 -1.11396 0.13
H -0.74313 0.55607 -1.18017 0.13
H -0.03957 0.15580 1.65973 0.13
```

3.
# C3H3NO2

C3H3NO2 as an isolated structure at a distorted geometry (the ωB97M-V functional and the def2-TZVPD basis, the OMol25 dataset).

net charge: -2
frontier orbital gap (spin up / spin down): 5.908 / 5.909 eV
multiplicity: 1

Structure (XYZ):
```
9
Properties=species:S:1:pos:R:3:lowdin_charge:R:1
C -1.52616 -0.98993 0.25488 -0.15
C 0.32076 -0.61766 -0.49089 -0.27
C -0.87911 0.22598 -0.33649 -0.57
N 1.38433 -0.04887 0.04324 -0.51
O 1.53120 1.25819 0.28791 -0.28
O 2.43197 -0.80408 0.19397 -0.28
H -1.23857 -0.84336 1.35505 -0.07
H -1.29624 0.57399 -1.43173 0.07
H -0.72818 1.24574 0.12405 0.05
```

4.
# C3H3NO2

One molecule with the formula C3H3NO2 at a distorted geometry (the ωB97M-V functional and the def2-TZVPD basis, the OMol25 dataset).

frontier orbital gap: 8.698 eV
multiplicity: 1

Structure (XYZ):
```
9
Properties=species:S:1:pos:R:3:lowdin_charge:R:1
C 0.45026 -0.22635 0.15575 -0.27
C -0.11415 -1.01044 -1.38077 -0.02
C 1.51813 -0.53215 0.80413 -0.20
N -0.58199 0.72261 0.26423 0.03
O 2.54246 -0.88961 1.21544 0.16
O -1.16459 -0.45223 -1.66788 -0.03
H -1.15621 0.45556 0.98114 0.08
H -0.13392 1.61970 0.49934 0.14
H -1.36000 0.31291 -0.87138 0.10
```

5.
# C3H3NO2

One molecule with the formula C3H3NO2 at a distorted geometry (the ωB97M-V functional and the def2-TZVPD basis, the OMol25 dataset).

frontier orbital gap: 10.166 eV
multiplicity: 1

Structure (XYZ):
```
9
Properties=species:S:1:pos:R:3:lowdin_charge:R:1
O -1.16468 0.65568 1.80663 0.11
C -0.80368 0.16050 0.77165 -0.57
C 0.43883 0.68549 -0.00571 -0.04
N 0.64395 -0.00583 -1.42646 0.14
C 0.13896 -0.97370 -0.86447 -0.07
O -1.27927 -0.83028 0.05572 0.05
H 0.20398 1.68025 -0.30259 0.11
H 1.38300 0.59197 0.54457 0.13
H 0.43891 -1.96406 -0.57934 0.14
```

6.
# C3H3NO2

One molecule with the formula C3H3NO2 at a distorted geometry (the ωB97M-V functional and the def2-TZVPD basis, the OMol25 dataset).

frontier orbital gap (spin up / spin down): 9.236 / 7.784 eV
multiplicity: 1

Structure (XYZ):
```
9
Properties=species:S:1:pos:R:3:lowdin_charge:R:1
C -1.07152 -0.93729 0.15604 -0.14
C -0.01480 -0.01477 0.29053 -0.31
C 0.72042 0.24539 -0.85093 -0.03
N -2.05322 -1.49789 -0.09633 0.21
O -0.41688 0.57481 2.60479 -0.06
O 0.20907 0.68528 1.41968 -0.05
H 1.62834 0.80535 -0.64059 0.11
H 0.13154 0.89867 -1.57343 0.14
H 0.86705 -0.75954 -1.30975 0.12
```

7.
# C3H3NO2

A 2-piece molecular cluster, C3H3NO2 overall at a distorted geometry (the ωB97M-V functional and the def2-TZVPD basis, the OMol25 dataset).

frontier orbital gap: 9.252 eV
multiplicity: 1

Structure (XYZ):
```
9
Properties=species:S:1:pos:R:3:lowdin_charge:R:1
O 1.57357 -0.11741 0.34428 0.02
C 1.07681 0.46380 -0.70435 -0.04
C 0.28533 1.65563 -0.37632 -0.29
O -0.84931 1.39212 -0.00766 0.00
C -1.51161 -1.66453 0.42508 -0.05
N -0.42344 -2.04438 0.43355 0.07
H 1.77436 -1.04031 0.10826 0.10
H 0.60359 2.68505 -0.63885 0.12
H -2.52930 -1.32997 0.41603 0.07
```

8.
# C3H3NO2

A 2-piece molecular cluster, C3H3NO2 overall at a distorted geometry (the ωB97M-V functional and the def2-TZVPD basis, the OMol25 dataset).

frontier orbital gap: 10.820 eV
multiplicity: 1

Structure (XYZ):
```
9
Properties=species:S:1:pos:R:3:lowdin_charge:R:1
O -1.57255 2.87562 0.71814 0.03
C -1.70664 1.75556 0.58805 0.00
C -0.42931 -1.34643 -0.42813 -0.03
N 0.50622 -0.63064 -0.88805 0.04
C 1.38486 0.04534 -0.03889 -0.36
O 1.14408 1.09095 0.51479 0.02
H -0.58938 -1.50852 0.64489 0.09
H -1.11190 -1.83876 -1.12390 0.08
H 2.37462 -0.44312 0.01311 0.13
```

9.
# C3H3NO2

One molecule with the formula C3H3NO2 at a distorted geometry (the ωB97M-V functional and the def2-TZVPD basis, the OMol25 dataset).

frontier orbital gap: 9.755 eV
SMILES string: NC(=O)C#CO
multiplicity: 1

Structure (XYZ):
```
9
Properties=species:S:1:pos:R:3:lowdin_charge:R:1
N 0.60529 -0.53099 1.47321 0.15
C -0.70032 -0.53744 1.09233 -0.63
O -1.62473 -0.62334 1.87338 0.06
C -0.87573 -0.40919 -0.32012 0.10
C -1.47182 -0.18884 -1.48227 -0.11
O -1.71192 0.00851 -2.73380 0.09
H 1.34976 -0.50900 0.80011 0.10
H 0.82338 -0.65599 2.44661 0.11
H -2.65766 0.14570 -2.88398 0.14
```

10.
# C3H3NO2

One molecule with the formula C3H3NO2 at a distorted geometry (the ωB97M-V functional and the def2-TZVPD basis, the OMol25 dataset).

frontier orbital gap: 9.735 eV
SMILES string: Oc1cocn1
multiplicity: 1

Structure (XYZ):
```
9
Properties=species:S:1:pos:R:3:lowdin_charge:R:1
O 2.02143 -0.16713 0.14736 0.07
C 0.67706 -0.11502 -0.03325 -0.38
C 0.01656 1.04971 -0.23547 -0.05
O -1.31196 0.78153 -0.12348 0.02
C -1.38358 -0.53453 0.08892 -0.20
N -0.24184 -1.15030 0.11117 0.15
H 2.34466 -1.06347 0.29130 0.11
H 0.27938 2.01308 -0.61937 0.13
H -2.40172 -0.81387 0.37282 0.14
```

11.
# C3H3NO2

One molecule with the formula C3H3NO2 at a distorted geometry (the ωB97M-V functional and the def2-TZVPD basis, the OMol25 dataset).

frontier orbital gap: 12.066 eV
SMILES string: N#CCOC=O
multiplicity: 1

Structure (XYZ):
```
9
Properties=species:S:1:pos:R:3:lowdin_charge:R:1
N 1.36730 1.98384 -1.49377 0.16
C 0.64832 1.43456 -0.77031 -0.16
C -0.36641 0.41280 -0.52077 -0.16
O 0.29905 -0.78975 -0.13709 -0.02
C 0.03531 -1.20134 1.11991 -0.32
O -0.75554 -0.70083 1.87458 0.08
H -0.71917 0.25445 -1.54107 0.14
H -1.18615 0.67743 0.14859 0.13
H 0.67728 -2.07116 1.31993 0.15
```

12.
# C3H3NO2

C3H3NO2 as an isolated structure at a distorted geometry (the ωB97M-V functional and the def2-TZVPD basis, the OMol25 dataset).

frontier orbital gap: 10.106 eV
multiplicity: 1

Structure (XYZ):
```
9
Properties=species:S:1:pos:R:3:lowdin_charge:R:1
C 0.71817 0.35410 -0.45309 -0.46
C -0.91403 -0.64331 0.26555 -0.19
C -0.76938 0.29162 1.10227 -0.06
H 1.82486 -0.36579 -1.78094 0.20
H -1.91746 -1.26097 0.29753 0.16
H -1.15405 0.71819 1.92860 0.09
N 0.05158 -0.74872 -0.75646 0.13
O 1.90583 0.50518 -1.13807 0.05
O 0.25449 1.14971 0.53461 0.09
```

13.
# C3H3NO2

One molecule with the formula C3H3NO2 at a distorted geometry (the ωB97M-V functional and the def2-TZVPD basis, the OMol25 dataset).

frontier orbital gap: 11.152 eV
SMILES string: N#C[C@@H](O)C=O
multiplicity: 1

Structure (XYZ):
```
9
Properties=species:S:1:pos:R:3:lowdin_charge:R:1
N 2.65076 -0.69802 -0.16438 0.16
C 1.55486 -0.34879 -0.29049 -0.16
C 0.24793 0.23308 0.03489 -0.36
O -0.03116 1.42418 -0.61487 0.02
C -1.00005 -0.63581 0.10270 -0.16
O -2.07912 -0.13461 -0.10679 0.08
H 0.59471 0.27199 1.10545 0.17
H -1.00295 1.52894 -0.58186 0.10
H -0.88168 -1.66565 0.46771 0.14
```

14.
# C3H3NO2

A 2-piece molecular cluster, C3H3NO2 overall at a distorted geometry (the ωB97M-V functional and the def2-TZVPD basis, the OMol25 dataset).

frontier orbital gap: 9.960 eV
SMILES string: C=C=O.N=C=O
multiplicity: 1

Structure (XYZ):
```
9
Properties=species:S:1:pos:R:3:lowdin_charge:R:1
C -0.67015 -0.63567 -1.75308 -0.02
C -0.30342 -1.54634 -0.88558 -0.29
O -0.09289 -2.21419 0.05685 0.13
H -0.11501 -0.38729 -2.69632 0.08
H -1.34346 0.15502 -1.36506 0.08
N 0.42222 0.52679 1.64019 0.20
C 0.65622 1.66182 1.44243 -0.47
O 0.81141 2.78493 1.41867 0.17
H 0.63509 -0.34507 2.14190 0.12
```

15.
# C3H3NO2S

One molecule with the formula C3H3NO2S at a distorted geometry (the ωB97M-V functional and the def2-TZVPD basis, the OMol25 dataset).

frontier orbital gap: 8.516 eV
SMILES string: O=C1CC(=S)ON1
multiplicity: 1

Structure (XYZ):
```
10
Properties=species:S:1:pos:R:3:lowdin_charge:R:1
O -2.27144 -0.52901 -0.00515 0.05
C -1.07880 -0.10669 0.04956 -0.36
C 0.17795 -0.89749 -0.14427 -0.15
C 1.13511 0.10730 -0.20458 -0.80
S 2.77550 -0.10761 0.04610 0.71
O 0.68832 1.44469 -0.20300 -0.07
N -0.76075 1.32280 -0.03396 0.12
H 0.33444 -1.53977 0.81040 0.18
H 0.00953 -1.62000 -1.02107 0.19
H -1.00986 1.92579 0.70598 0.13
```

16.
# C3H3NO2S

A 2-piece molecular cluster, C3H3NO2S overall at a distorted geometry (the ωB97M-V functional and the def2-TZVPD basis, the OMol25 dataset).

frontier orbital gap: 9.570 eV
SMILES string: O=C=NS.C=C=O
multiplicity: 1

Structure (XYZ):
```
10
Properties=species:S:1:pos:R:3:lowdin_charge:R:1
O -1.54180 2.48860 0.12355 0.14
C -0.59316 1.80933 0.03159 -0.52
N 0.55827 1.60955 -0.23845 -0.33
S 1.84966 0.61032 0.22945 0.76
H 1.93427 0.47687 -1.07117 -0.14
C -1.49033 -0.36482 0.40339 -0.06
C -2.74425 -0.56773 0.05304 -0.24
O -3.88097 -0.55988 -0.16753 0.20
H -0.56095 -0.73448 -0.09840 0.06
H -1.41680 -0.40536 1.52711 0.12
```

17.
# C3H3NO2S2

One molecule with the formula C3H3NO2S2 at a distorted geometry (the ωB97M-V functional and the def2-TZVPD basis, the OMol25 dataset).

frontier orbital gap: 7.793 eV
SMILES string: O=CC(=O)N(S)C=S
multiplicity: 1

Structure (XYZ):
```
11
Properties=species:S:1:pos:R:3:lowdin_charge:R:1
O 2.07451 -0.79253 0.94338 0.06
C 1.42395 -1.24504 0.00927 -0.16
C 0.07318 -0.80373 -0.42238 -0.49
O -0.64349 -1.64116 -0.88950 0.12
N -0.32801 0.51444 -0.20441 -0.46
S 0.79889 1.77610 -0.34951 0.89
C -1.64762 0.81861 0.04871 -0.72
S -2.94609 -0.11942 0.30437 0.72
H 1.76612 -2.11340 -0.55296 0.13
H 1.19952 1.75008 0.92341 -0.10
H -1.77096 1.85606 0.18962 0.02
```

18.
# C3H3NO2S2

One molecule with the formula C3H3NO2S2 at a distorted geometry (the ωB97M-V functional and the def2-TZVPD basis, the OMol25 dataset).

frontier orbital gap: 8.555 eV
SMILES string: S=C1CO/C(=N/S)O1
multiplicity: 1

Structure (XYZ):
```
11
Properties=species:S:1:pos:R:3:lowdin_charge:R:1
S -2.66394 -1.57183 -0.00272 0.79
C -1.41282 -0.55645 0.00456 -0.80
C -1.40549 0.95325 -0.00672 -0.12
O -0.02532 1.29329 -0.00283 0.05
C 0.71263 0.17556 0.00207 -0.56
N 1.95646 0.15665 0.00274 -0.26
S 2.75277 -1.35445 -0.00246 0.76
O -0.11108 -0.94534 0.00657 0.01
H -1.88485 1.32974 -0.87543 0.13
H -1.89832 1.33392 0.88411 0.14
H 3.97996 -0.81435 -0.00989 -0.15
```

19.
# C3H3NO3

One molecule with the formula C3H3NO3 (the ωB97M-V functional and the def2-TZVPD basis, the OMol25 dataset).

frontier orbital gap: 9.643 eV
multiplicity: 1

Structure (XYZ):
```
10
Properties=species:S:1:pos:R:3:lowdin_charge:R:1
N 1.18459 -1.10418 0.11705 0.25
C 0.65542 -0.00441 -0.11420 -0.51
O -0.49645 0.36816 -0.75798 0.09
C -1.51964 -0.52104 -0.88612 -0.27
O -1.51428 -1.65944 -0.51844 0.11
C 0.73633 1.47647 1.50735 0.13
O 1.27355 1.15563 0.34120 -0.05
H 0.60888 -1.88316 -0.18387 0.07
H -2.35242 -0.01237 -1.38586 0.15
H 1.39201 2.30463 1.84696 0.03
```

20.
# C3H3NO3

One molecule with the formula C3H3NO3 (the ωB97M-V functional and the def2-TZVPD basis, the OMol25 dataset).

frontier orbital gap: 10.305 eV
SMILES string: [H]/N=C(/C=O)OC=O
multiplicity: 1

Structure (XYZ):
```
10
Properties=species:S:1:pos:R:3:lowdin_charge:R:1
H 1.80357 0.28596 -0.99193 0.09
N 1.64075 -0.12437 -0.07288 0.22
C 0.47456 0.04082 0.36865 -0.37
C 0.12505 -0.54764 1.71689 -0.17
O -0.99034 -0.56746 2.16494 0.10
O -0.54479 0.77893 -0.20691 0.05
C -1.03308 0.43485 -1.42913 -0.30
O -0.73119 -0.53911 -2.05180 0.11
H 1.00020 -0.97067 2.24370 0.13
H -1.74472 1.20869 -1.74154 0.15
```

Looking at ΔE to the lowest compared entry with this formula, charge and spin for the records above, in order, we have 2.606 0.259 3.083 4.977 3.829 6.387 4.628 1.879 3.082 1.446 1.610 2.527 2.209 2.001 3.754 3.619 1.560 1.020 4.354 1.603 eV.